{"formula": "C6H15N2", "method": "ωB97M-V/def2-TZVPD", "species": ["N", "N", "C", "C", "C", "C", "C", "C", "H", "H", "H", "H", "H", "H", "H", "H", "H", "H", "H", "H", "H", "H", "H"], "positions_angstrom": [[-0.548, -1.245, 1.545], [0.971, -2.471, -1.627], [0.642, -2.362, -0.295], [-0.801, 1.559, -0.344], [-0.944, 0.840, -1.689], [-0.489, -1.744, 0.180], [0.798, 2.598, 1.313], [0.336, 1.491, 0.412], [-1.747, 0.074, -1.676], [1.896, 2.782, 1.144], [0.745, 2.210, 2.384], [-1.095, 1.528, -2.508], [0.343, -1.364, 2.036], [1.006, 0.617, 0.373], [-1.623, 2.269, -0.077], [-0.001, 0.316, -1.925], [0.190, 3.475, 1.195], [-0.733, -0.204, 1.492], [0.436, -1.924, -2.270], [1.943, -2.604, -1.885], [-1.259, -1.646, 2.167], [-1.346, -1.415, -0.419], [1.283, -2.779, 0.474]], "lowdin_charge": [0.154, 0.103, -0.146, -0.150, -0.104, -0.139, -0.098, -0.228, 0.065, 0.101, 0.090, 0.078, 0.167, 0.097, 0.123, 0.063, 0.069, 0.142, 0.088, 0.117, 0.173, 0.106, 0.128], "total_charge": 1, "energy_ha": -346.81046, "fmax_ev_per_a": 2.562, "homo_energy_ev": -12.6, "relative_energy_ev": 2.779, "gap_ha": 0.3439}